{
  "formula": "C24H28Cl2IrN6S2",
  "method": "the ωB97M-V functional and the def2-TZVPD basis",
  "total_energy_ha": -3080.8515,
  "homo_ha": -0.352,
  "relative_energy_kj_mol": 25.5,
  "largest_force_ev_per_a": 0.50,
  "charge": 1,
  "species": ["Ir", "C", "C", "N", "N", "C", "N", "S", "C", "C", "C", "C", "C", "N", "H", "H", "H", "H", "H", "H", "H", "H", "H", "H", "Cl", "C", "C", "C", "C", "C", "C", "C", "H", "H", "H", "H", "H", "H", "C", "N", "C", "N", "S", "H", "H", "H", "H", "H", "H", "Cl", "C", "C", "C", "C", "C", "C", "C", "H", "H", "H", "H", "H", "H"],
  "coordinates": [[0.473, 0.308, 0.116], [-2.518, 2.380, -2.150], [-1.694, 1.578, -1.200], [-0.413, 1.414, -1.235], [0.371, 2.016, -2.180], [1.715, 1.835, -2.144], [2.418, 2.486, -3.078], [2.453, 0.824, -1.019], [-2.318, 0.881, -0.067], [-3.680, 0.922, 0.192], [-4.174, 0.284, 1.317], [-3.290, -0.367, 2.163], [-1.944, -0.375, 1.849], [-1.464, 0.217, 0.753], [-1.940, 2.918, -2.897], [-3.089, 3.128, -1.599], [-3.218, 1.732, -2.680], [-0.055, 2.679, -2.808], [2.012, 3.207, -3.650], [3.422, 2.434, -3.038], [-4.342, 1.453, -0.476], [-5.233, 0.306, 1.536], [-3.631, -0.860, 3.062], [-1.202, -0.835, 2.489], [0.556, -7.149, -0.135], [0.397, -5.456, -0.502], [1.493, -4.754, -0.982], [1.376, -3.397, -1.234], [0.173, -2.714, -1.033], [0.049, -1.272, -1.359], [-0.920, -3.459, -0.582], [-0.818, -4.817, -0.311], [2.424, -5.273, -1.170], [2.233, -2.854, -1.619], [-0.986, -1.074, -1.662], [0.697, -1.055, -2.212], [-1.882, -2.970, -0.464], [-1.676, -5.383, 0.026], [3.343, -4.252, 2.563], [3.036, -2.873, 2.221], [1.813, -2.402, 2.033], [0.790, -3.241, 2.057], [1.614, -0.677, 1.949], [4.413, -4.340, 2.725], [3.061, -4.927, 1.753], [2.828, -4.547, 3.479], [3.769, -2.182, 2.216], [0.923, -4.239, 2.010], [-0.121, -2.892, 1.811], [-0.785, 6.952, -1.590], [-0.311, 5.571, -0.646], [-1.256, 4.896, 0.110], [-0.874, 3.778, 0.838], [0.444, 3.303, 0.825], [0.807, 2.029, 1.480], [1.383, 4.051, 0.103], [1.017, 5.169, -0.629], [-2.276, 5.255, 0.138], [-1.614, 3.266, 1.444], [0.187, 1.850, 2.362], [1.853, 2.026, 1.784], [2.423, 3.747, 0.122], [1.757, 5.742, -1.173]],
  "forces_ev_per_a": [[0.155, -0.055, -0.057], [0.001, 0.025, -0.004], [-0.004, -0.088, 0.029], [-0.180, 0.348, -0.305], [0.010, -0.138, -0.022], [-0.037, 0.072, -0.058], [0.005, 0.008, 0.051], [-0.049, -0.046, 0.082], [0.068, -0.007, -0.003], [-0.013, -0.011, 0.015], [-0.011, 0.018, -0.024], [-0.010, -0.012, 0.014], [0.049, 0.018, 0.010], [-0.172, 0.007, 0.066], [0.018, -0.014, 0.003], [-0.006, 0.002, 0.001], [-0.003, 0.006, 0.002], [0.013, 0.054, 0.035], [-0.001, -0.012, -0.013], [0.000, -0.008, -0.012], [0.000, -0.001, -0.001], [0.001, -0.004, -0.001], [0.006, 0.002, 0.003], [-0.012, -0.014, 0.002], [-0.017, 0.019, -0.017], [0.001, -0.039, 0.067], [0.045, 0.038, 0.059], [0.023, 0.014, 0.030], [-0.025, -0.036, -0.070], [0.072, 0.045, 0.230], [0.005, 0.017, -0.018], [0.023, 0.007, 0.005], [-0.005, 0.000, 0.023], [-0.010, -0.002, 0.008], [-0.005, 0.002, -0.051], [-0.057, 0.029, -0.057], [-0.013, 0.006, 0.001], [-0.003, -0.005, 0.007], [-0.020, 0.007, 0.002], [-0.033, 0.029, 0.062], [-0.010, 0.162, -0.080], [-0.095, -0.014, 0.071], [0.250, -0.192, 0.208], [0.002, -0.003, -0.010], [-0.006, -0.011, -0.031], [-0.002, -0.005, -0.007], [0.004, -0.014, -0.016], [-0.019, -0.052, -0.104], [0.069, -0.032, -0.061], [-0.001, -0.005, -0.003], [0.008, 0.013, -0.006], [0.001, -0.018, -0.003], [-0.011, -0.003, -0.013], [-0.019, 0.021, -0.002], [0.010, -0.167, -0.083], [-0.002, -0.013, -0.009], [-0.007, -0.003, -0.005], [0.002, 0.001, 0.003], [0.000, -0.004, 0.003], [0.015, 0.017, 0.018], [0.002, 0.037, 0.023], [0.001, 0.002, 0.007], [-0.002, 0.002, 0.002]]
}